w.
DFT (wB97M-V/def2-TZVPD) results for an isolated molecule of C5H12O2.

As for the spin multiplicity: 1. As for the SMILES: CC[C@@H](O)[C@@H](C)O.

Each atom is followed by the atoms it is bonded to, with distances in Å.
CARTESIAN COORDINATES (ANGSTROEM)
1 C 2.079 0.946 0.922  C2 1.533, H8 1.098, H9 1.097, H10 1.096
2 C 0.996 -0.060 1.327  C1 1.533, C3 1.535, H11 1.098, H12 1.095
3 C 0.226 -0.705 0.166  C2 1.535, O4 1.404, C5 1.553, H13 1.117
4 O -0.663 -1.704 0.594  C3 1.404, H14 1.041
5 C -0.799 0.218 -0.546  C3 1.553, C6 1.521, O7 1.594, H15 1.079
6 C -1.034 -0.235 -1.979  C5 1.521, H16 1.097, H17 1.090, H18 1.100
7 O -2.100 0.181 0.373  C5 1.594, H19 0.978
8 H 2.883 0.478 0.340  C1 1.098
9 H 1.673 1.771 0.324  C1 1.097
10 H 2.547 1.396 1.805  C1 1.096
11 H 1.448 -0.870 1.914  C2 1.098
12 H 0.251 0.420 1.970  C2 1.095
13 H 0.990 -1.115 -0.539  C3 1.117
14 H -1.483 -1.103 0.814  O4 1.041
15 H -0.621 1.277 -0.440  C5 1.079
16 H -0.912 -1.320 -2.087  C6 1.097
17 H -2.041 0.050 -2.281  C6 1.090
18 H -0.332 0.250 -2.674  C6 1.100
19 H -2.912 -0.186 -0.031  O7 0.978

***

x.
DFT (wB97M-V/def2-TZVPD) results for an isolated molecule of C5H12O2.

As for the spin multiplicity: 1. As for the SMILES: CC[C@@H](O)[C@@H](C)O.

Each atom is followed by the atoms it is bonded to, with distances in Å.
CARTESIAN COORDINATES (ANGSTROEM)
1 C 2.309 0.192 1.370  C2 1.527, H8 1.094, H9 1.098, H10 1.096
2 C 0.883 0.654 1.075  C1 1.527, C3 1.531, H11 1.098, H12 1.099
3 C 0.311 -0.048 -0.159  C2 1.531, O4 1.414, C5 1.539, H13 1.099
4 O 0.387 -1.455 -0.037  C3 1.414, H14 0.974
5 C -1.156 0.308 -0.459  C3 1.539, C6 1.521, O7 1.431, H15 1.099
6 C -1.550 -0.140 -1.858  C5 1.521, H16 1.095, H17 1.097, H18 1.095
7 O -1.926 -0.381 0.531  C5 1.431, H19 0.961
8 H 2.331 -0.895 1.495  C1 1.094
9 H 2.985 0.443 0.542  C1 1.098
10 H 2.706 0.657 2.279  C1 1.096
11 H 0.233 0.452 1.937  C2 1.098
12 H 0.863 1.741 0.909  C2 1.099
13 H 0.924 0.223 -1.030  C3 1.099
14 H -0.408 -1.671 0.482  O4 0.974
15 H -1.317 1.388 -0.337  C5 1.099
16 H -1.251 -1.183 -2.002  C6 1.095
17 H -2.633 -0.049 -2.009  C6 1.097
18 H -1.058 0.467 -2.624  C6 1.095
19 H -2.703 -0.756 0.107  O7 0.961

***

y.
DFT (wB97M-V/def2-TZVPD) results for a cluster of 2 separate species, C5H12O2 in total.

As for the spin multiplicity: 1.

Each atom is followed by the atoms it is bonded to, with distances in Å.
CARTESIAN COORDINATES (ANGSTROEM)
1 C 0.973 0.778 -0.195  C2 1.487, H9 1.089, H10 1.116
2 C 2.108 -0.176 -0.088  C1 1.487, O3 1.411, H11 1.097, H12 1.092
3 O 1.802 -1.471 -0.558  C2 1.411, C4 1.393
4 C 0.519 -1.867 -0.187  O3 1.393, C5 1.484, H13 1.096, H14 1.106
5 C -0.505 -0.869 -0.584  C4 1.484, H15 1.083, H16 1.109
6 O -1.570 0.712 0.928  C7 1.397, H8 0.986
7 C -2.402 1.553 0.186  O6 1.397, H17 1.096, H18 1.102, H19 1.094
8 H -0.642 0.886 0.645  O6 0.986
9 H 0.915 1.309 -1.144  C1 1.089
10 H 1.121 1.541 0.606  C1 1.116
11 H 2.420 -0.210 0.963  C2 1.097
12 H 2.979 0.096 -0.687  C2 1.092
13 H 0.355 -2.816 -0.710  C4 1.096
14 H 0.432 -2.062 0.898  C4 1.106
15 H -0.542 -0.540 -1.615  C5 1.083
16 H -1.518 -1.156 -0.239  C5 1.109
17 H -3.395 1.098 0.100  C7 1.096
18 H -2.031 1.734 -0.836  C7 1.102
19 H -2.485 2.513 0.703  C7 1.094

***

z.
DFT (wB97M-V/def2-TZVPD) results for a cluster of 2 separate species, C5H12O2 in total.

As for the spin multiplicity: 1. As for the SMILES: CC/C=C\O.CO.

Each atom is followed by the atoms it is bonded to, with distances in Å.
CARTESIAN COORDINATES (ANGSTROEM)
1 C 2.127 0.057 0.944  C2 1.531, H8 1.095, H9 1.097, H10 1.096
2 C 0.883 0.775 1.476  C1 1.531, C3 1.502, H11 1.095, H12 1.099
3 C 0.069 1.426 0.395  C2 1.502, C5 1.327, H13 1.088
4 O -0.211 -1.770 -0.786  C6 1.407, H14 0.969
5 C -1.189 1.125 0.096  C3 1.327, O7 1.381, H15 1.089
6 C -0.840 -1.453 -2.004  O4 1.407, H16 1.101, H17 1.099, H18 1.093
7 O -1.855 0.091 0.724  C5 1.381, H19 0.964
8 H 1.836 -0.780 0.301  C1 1.095
9 H 2.754 0.738 0.356  C1 1.097
10 H 2.735 -0.324 1.772  C1 1.096
11 H 0.255 0.070 2.031  C2 1.095
12 H 1.188 1.550 2.192  C2 1.099
13 H 0.543 2.203 -0.201  C3 1.088
14 H -0.759 -1.398 -0.078  O4 0.969
15 H -1.746 1.634 -0.690  C5 1.089
16 H -1.659 -2.147 -2.246  C6 1.101
17 H -1.241 -0.430 -2.015  C6 1.099
18 H -0.092 -1.522 -2.799  C6 1.093
19 H -2.798 0.154 0.533  O7 0.964

***

We find x to be the most stable, with the next structure 95.0 kJ/mol higher.

***

w.
DFT (wB97M-V/def2-TZVPD) results for a cluster of 2 separate species, C3H7NO in total.

The expectation value of S² is 1.28. As for the spin multiplicity: 2. Its charge is +1.

Each atom is followed by the atoms it is bonded to, with distances in Å.
CARTESIAN COORDINATES (ANGSTROEM)
1 C -1.289 -0.115 0.351  N2 1.772, C4 1.551, O5 1.307, H6 1.202
2 N -0.608 0.365 -1.212  C1 1.772, C4 1.469
3 C 1.920 -0.829 0.003  H7 1.113, H8 1.110, H9 1.132, H11 1.084
4 C -1.389 1.264 -0.351  C1 1.551, N2 1.469, H10 1.182, H12 1.131
5 O -0.906 0.042 1.592  C1 1.307
6 H -1.910 -1.099 0.052  C1 1.202
7 H 1.702 -0.798 1.094  C3 1.113
8 H 1.100 -1.458 -0.404  C3 1.110
9 H 1.672 0.123 -0.557  C3 1.132
10 H -0.839 2.039 0.350  C4 1.182
11 H 2.981 -0.977 -0.168  C3 1.084
12 H -2.433 1.443 -0.750  C4 1.131

***

x.
DFT (wB97M-V/def2-TZVPD) results for the ion C3H7NO with charge +1.

The expectation value of S² is 0.75. As for the spin multiplicity: 2. Its charge is +1.

Each atom is followed by the atoms it is bonded to, with distances in Å.
CARTESIAN COORDINATES (ANGSTROEM)
1 C -0.612 0.445 -0.204  C2 1.531, N5 1.456, H6 1.108, H7 1.091
2 C 0.595 -0.309 0.361  C1 1.531, C3 1.560, H8 1.092, H9 1.092
3 C 0.198 -1.759 0.778  C2 1.560, O4 1.181, H10 1.111
4 O 0.946 -2.377 1.451  C3 1.181
5 N -0.176 1.745 -0.691  C1 1.456, H11 1.027, H12 1.030
6 H -0.983 -0.058 -1.118  C1 1.108
7 H -1.500 0.442 0.430  C1 1.091
8 H 1.400 -0.237 -0.375  C2 1.092
9 H 1.072 0.072 1.267  C2 1.092
10 H -0.864 -2.017 0.579  C3 1.111
11 H -0.660 2.537 -1.131  N5 1.027
12 H 0.584 1.518 -1.347  N5 1.030

***

We find x to be the most stable, with the next structure 501.2 kJ/mol higher.

***

w.
DFT (wB97M-V/def2-TZVPD) results for an isolated molecule of C3H5ClO.

As for the spin multiplicity: 1. As for the SMILES: O[C@@H]1C[C@H]1Cl.

Each atom is followed by the atoms it is bonded to, with distances in Å.
CARTESIAN COORDINATES (ANGSTROEM)
1 C -0.313 -0.082 0.522  C2 1.479, C3 1.473, H5 1.132, O9 1.386
2 C 0.592 -0.780 -0.418  C1 1.479, C3 1.534, H6 1.076, H7 1.104
3 C -0.134 0.513 -0.814  C1 1.473, C2 1.534, H8 1.115, Cl10 1.817
4 H -0.185 0.445 2.325  O9 0.940
5 H -1.303 -0.558 0.794  C1 1.132
6 H 0.282 -1.650 -0.970  C2 1.076
7 H 1.665 -0.580 -0.257  C2 1.104
8 H 0.529 1.397 -0.669  C3 1.115
9 O 0.313 0.613 1.546  C1 1.386, H4 0.940
10 Cl -1.446 0.683 -2.059  C3 1.817

***

x.
DFT (wB97M-V/def2-TZVPD) results for an isolated molecule of C3H5ClO.

As for the spin multiplicity: 1. As for the SMILES: CC(=O)CCl.

Each atom is followed by the atoms it is bonded to, with distances in Å.
CARTESIAN COORDINATES (ANGSTROEM)
1 C -1.042 0.768 -0.346  C2 1.507, H4 1.060, H5 1.112, H6 1.117
2 C -0.302 -0.535 -0.183  C1 1.507, C3 1.460, O9 1.219
3 C 0.983 -0.516 0.511  C2 1.460, H7 1.104, H8 1.042, Cl10 1.751
4 H -1.898 0.715 -0.969  C1 1.060
5 H -0.343 1.507 -0.794  C1 1.112
6 H -1.223 1.215 0.661  C1 1.117
7 H 1.205 -1.532 0.882  C3 1.104
8 H 1.021 0.177 1.288  C3 1.042
9 O -0.778 -1.596 -0.550  C2 1.219
10 Cl 2.377 -0.203 -0.502  C3 1.751

***

We find x to be the most stable, with the next structure 107.7 kJ/mol higher.

***

w.
DFT (wB97M-V/def2-TZVPD) results for a cluster of 2 separate species, C2H7N5O in total.

As for the spin multiplicity: 1.

Each atom is followed by the atoms it is bonded to, with distances in Å.
CARTESIAN COORDINATES (ANGSTROEM)
1 N 1.147 -0.276 -0.230  C3 1.309, O6 1.449
2 C -1.149 -1.248 -0.183  N4 1.324, N7 1.170
3 C 0.754 0.684 0.569  N1 1.309, N5 1.668, N8 1.254
4 N -0.536 -2.385 0.107  C2 1.324, H10 1.015, H11 1.011
5 N -0.331 1.679 -0.217  C3 1.668, H12 1.015, H13 1.019, H15 1.143
6 O 1.202 0.119 -1.624  N1 1.449, H9 0.963
7 N -1.953 -0.415 -0.348  C2 1.170
8 N 0.933 0.811 1.803  C3 1.254, H14 1.010
9 H 1.967 -0.371 -1.944  O6 0.963
10 H 0.459 -2.267 0.273  N4 1.015
11 H -1.033 -3.044 0.690  N4 1.011
12 H -0.528 2.545 0.273  N5 1.015
13 H 0.044 1.845 -1.149  N5 1.019
14 H 0.246 1.350 2.312  N8 1.010
15 H -1.222 0.972 -0.334  N5 1.143

***

x.
DFT (wB97M-V/def2-TZVPD) results for an isolated molecule of C2H7N5O.

As for the spin multiplicity: 1. As for the SMILES: N/N=C\N(N)/C=N\O.

Each atom is followed by the atoms it is bonded to, with distances in Å.
CARTESIAN COORDINATES (ANGSTROEM)
1 C -1.258 0.689 -0.751  H5 0.996, N11 1.301, N12 1.411
2 C 0.520 -0.574 -0.722  H8 1.037, N12 1.220, N14 1.352
3 H -0.741 -0.931 1.049  N10 1.271
4 H -2.442 -1.615 1.486  N10 1.153
5 H -1.415 1.592 -1.139  C1 0.996
6 H 0.689 1.755 1.194  N13 0.949
7 H 1.239 1.934 -0.448  N13 1.160
8 H 0.061 -1.159 -1.444  C2 1.037
9 H 2.096 -0.047 1.071  O15 1.204
10 N -1.857 -1.281 0.551  H3 1.271, H4 1.153, N11 1.523
11 N -2.166 -0.202 -0.477  C1 1.301, N10 1.523
12 N -0.071 0.292 -0.098  C1 1.411, C2 1.220, N13 1.462
13 N 0.906 1.245 0.424  H6 0.949, H7 1.160, N12 1.462
14 N 1.789 -0.996 -0.921  C2 1.352, O15 1.461
15 O 2.648 -0.701 0.224  H9 1.204, N14 1.461

***

y.
DFT (wB97M-V/def2-TZVPD) results for an isolated molecule of C2H7N5O.

As for the spin multiplicity: 1.

Each atom is followed by the atoms it is bonded to, with distances in Å.
CARTESIAN COORDINATES (ANGSTROEM)
1 C 2.034 1.219 -0.139  N8 1.454, H13 1.097, H14 1.094, H15 1.088
2 N -1.034 0.535 1.476  C3 1.716, N7 1.348, H10 1.033
3 C -0.849 -0.382 0.036  N2 1.716, N4 1.372, N6 1.291, N7 1.640
4 N -1.813 -0.085 -0.892  C3 1.372, H11 1.009, H12 1.011
5 O -0.670 -2.431 -0.807  N6 1.434, H9 0.963
6 N -0.178 -1.479 0.147  C3 1.291, O5 1.434
7 N -0.063 0.930 0.628  N2 1.348, C3 1.640, N8 1.256
8 N 1.112 1.191 0.986  C1 1.454, N7 1.256
9 H -0.092 -3.184 -0.647  O5 0.963
10 H -0.619 0.250 2.377  N2 1.033
11 H -2.398 0.701 -0.650  N4 1.009
12 H -2.271 -0.908 -1.260  N4 1.011
13 H 2.325 0.188 -0.378  C1 1.097
14 H 1.598 1.673 -1.035  C1 1.094
15 H 2.917 1.780 0.158  C1 1.088

***

We find w to be the most stable, with the next structure 225.5 kJ/mol higher.